Computed, not measured: C29H23Cl5F3N2O7S2Sc as an isolated structure, with ωB97M-V with the def2-TZVPD basis set.

Atoms and positions in Å:
Sc1 0.442 0.526 -0.125
C1 -2.309 3.905 -2.629
C2 -2.097 3.884 -1.113
C3 -2.640 5.160 -0.477
C4 -2.642 2.615 -0.480
C5 -3.322 2.602 0.732
C6 -3.687 1.410 1.348
C7 -3.388 0.180 0.781
C8 -3.697 -1.109 1.491
C9 -2.757 0.186 -0.464
C10 -2.401 1.377 -1.081
H1 -1.936 4.845 -3.043
H2 -3.370 3.819 -2.876
H3 -1.770 3.097 -3.124
H4 -1.014 3.863 -0.942
H5 -3.731 5.204 -0.549
H6 -2.235 6.033 -0.994
H7 -2.359 5.238 0.574
H8 -3.540 3.529 1.242
H9 -4.188 1.444 2.309
H10 -2.817 -1.455 2.041
H11 -3.965 -1.897 0.788
H12 -4.511 -0.981 2.205
H13 -2.529 -0.741 -0.972
H14 -1.909 1.323 -2.041
Cl1 -1.192 -2.897 -0.414
C11 -0.073 -2.776 0.905
C12 0.629 -1.583 1.100
C13 1.538 -1.649 2.150
Cl2 2.499 -0.234 2.525
C14 1.758 -2.763 2.959
Cl3 2.925 -2.745 4.234
C15 1.014 -3.911 2.728
Cl4 1.235 -5.310 3.714
C16 0.088 -3.918 1.691
Cl5 -0.844 -5.342 1.400
F1 1.308 4.177 3.560
C17 1.350 2.888 3.205
F2 2.575 2.652 2.721
F3 1.160 2.151 4.292
S1 0.027 2.564 1.934
O1 -0.357 1.153 2.059
O2 -0.940 3.567 2.229
O3 0.739 2.670 0.650
O4 2.526 0.333 -0.466
N1 3.438 1.275 -0.376
C18 4.584 0.969 0.259
C19 5.583 1.907 0.381
C20 5.404 3.172 -0.159
C21 4.221 3.449 -0.821
C22 3.242 2.484 -0.929
H15 4.619 -0.037 0.645
H16 6.491 1.636 0.900
H17 6.174 3.925 -0.068
H18 4.039 4.416 -1.268
H19 2.287 2.598 -1.430
O5 0.496 1.763 -1.834
C23 0.560 0.760 -2.671
N2 0.230 -0.434 -2.059
S2 0.387 -1.688 -3.096
O6 1.369 -2.636 -2.633
O7 -0.906 -2.225 -3.457
C24 0.990 -0.683 -4.417
C25 1.391 -1.071 -5.668
C26 1.822 -0.088 -6.565
C27 1.835 1.265 -6.168
C28 1.433 1.661 -4.912
C29 0.991 0.673 -3.996
H20 1.375 -2.119 -5.945
H21 2.145 -0.360 -7.562
H22 2.171 2.018 -6.873
H23 1.446 2.707 -4.629

Computed properties:
Total charge = -1
Spin multiplicity = 2
Energy above the lowest of the compared OMol25 structures with the same formula, charge and spin = 15.3 kcal per mole
⟨S²⟩ = 0.77
Energy = -5912.9358 a.u.
Kohn-Sham gap (alpha / beta) = 4.34 / 7.79 eV

=====

Computed, not measured: C29H23CoN6O4S2 as an isolated structure, with ωB97M-V with the def2-TZVPD basis set.

Atoms and positions in Å:
Co1 0.395 -0.253 0.026
O1 -2.110 -4.239 2.424
C1 -2.684 -3.156 2.978
C2 -3.712 -3.375 3.897
C3 -4.344 -2.310 4.505
C4 -3.971 -1.001 4.211
C5 -2.957 -0.784 3.300
C6 -2.296 -1.842 2.678
C7 -1.215 -1.524 1.715
O2 -0.903 -0.323 1.508
N1 -0.594 -2.578 1.150
N2 0.345 -2.112 0.302
C8 1.053 -2.841 -0.470
C9 1.960 -2.085 -1.344
C10 2.833 -2.681 -2.236
C11 3.653 -1.873 -3.008
C12 3.574 -0.503 -2.868
C13 2.658 0.017 -1.965
N3 1.885 -0.751 -1.214
H1 -1.429 -3.912 1.785
H2 -3.998 -4.397 4.106
H3 -5.144 -2.500 5.211
H4 -4.477 -0.166 4.677
H5 -2.653 0.217 3.025
H6 0.942 -3.919 -0.514
H7 2.847 -3.758 -2.333
H8 4.333 -2.314 -3.725
H9 4.169 0.165 -3.474
H10 2.501 1.083 -1.862
O3 -2.921 -0.783 -1.120
C14 -1.992 -0.508 -1.893
O4 -0.760 -0.450 -1.594
C15 -2.266 -0.191 -3.354
C16 -3.583 -0.405 -3.768
C17 -4.008 -0.172 -5.062
C18 -3.073 0.301 -5.981
C19 -1.772 0.528 -5.588
C20 -1.299 0.303 -4.273
S1 0.396 0.703 -3.989
H11 -4.267 -0.771 -3.014
H12 -5.037 -0.355 -5.350
H13 -3.364 0.496 -7.008
H14 -1.053 0.905 -6.305
C21 -0.178 4.919 -0.390
N4 0.753 4.306 0.536
C22 1.504 4.958 1.485
C23 2.222 4.035 2.138
N5 1.917 2.784 1.584
C24 0.973 2.959 0.578
S2 0.183 1.956 -0.492
C25 2.531 1.588 2.049
C26 3.649 1.689 2.885
C27 4.196 0.523 3.380
C28 3.635 -0.698 3.039
C29 2.553 -0.692 2.181
N6 2.016 0.426 1.687
H15 -0.200 5.988 -0.188
H16 -1.169 4.487 -0.259
H17 0.136 4.735 -1.417
H18 1.453 6.023 1.620
H19 2.890 4.162 2.964
H20 4.100 2.635 3.132
H21 5.061 0.575 4.029
H22 4.026 -1.634 3.411
H23 2.085 -1.614 1.862

Computed properties:
Total charge = -1
Spin multiplicity = 2
Energy above the lowest of the compared OMol25 structures with the same formula, charge and spin = 29.7 kcal per mole
⟨S²⟩ = 0.78
Energy = -3927.6559 a.u.
Kohn-Sham gap (alpha / beta) = 4.53 / 4.53 eV